{
  "formula": "C53H47N10S6SnTe",
  "method": "ωB97M-V/def2-TZVPD",
  "elements": ["Sn", "C", "C", "N", "N", "C", "N", "S", "C", "C", "C", "C", "C", "N", "H", "H", "H", "H", "H", "H", "H", "H", "H", "N", "S", "N", "S", "N", "S", "N", "C", "C", "C", "C", "C", "C", "C", "C", "C", "C", "C", "C", "C", "C", "C", "C", "C", "C", "C", "C", "C", "C", "C", "C", "C", "C", "C", "C", "C", "C", "C", "C", "C", "C", "C", "C", "H", "H", "H", "H", "H", "H", "H", "H", "H", "H", "H", "H", "H", "H", "H", "H", "H", "H", "H", "H", "H", "H", "H", "H", "H", "H", "H", "H", "H", "H", "Te", "C", "C", "C", "C", "S", "H", "H", "H", "C", "C", "C", "C", "N", "C", "S", "N", "H", "H", "H", "H", "H"],
  "positions_angstrom": [[-0.94255, 2.04180, -0.66171], [-2.83054, 6.50670, -1.17586], [-1.78961, 5.42983, -1.06748], [-1.75280, 4.40185, -1.84047], [-2.68360, 4.27579, -2.80182], [-2.56607, 3.19741, -3.53693], [-3.49989, 3.08300, -4.54098], [-1.38407, 1.95487, -3.44449], [-0.76947, 5.49086, -0.01284], [-0.63251, 6.60153, 0.82592], [0.37919, 6.61522, 1.76664], [1.22585, 5.52082, 1.87810], [0.99886, 4.44058, 1.03980], [0.05145, 4.43382, 0.11443], [-3.46356, 6.28867, -2.03101], [-3.44588, 6.51849, -0.27473], [-2.37665, 7.49355, -1.29552], [-4.36023, 3.58885, -4.39980], [-3.57234, 2.16494, -4.94179], [-1.32842, 7.42572, 0.75812], [0.50196, 7.47081, 2.41975], [2.01841, 5.49402, 2.61423], [1.58855, 3.53099, 1.10906], [1.42306, 1.39724, -1.22847], [2.33753, 0.28061, -1.10241], [2.04992, -1.11883, -0.22614], [1.23399, -2.35856, -0.55283], [-0.04480, -2.34493, -1.43167], [-1.49580, -1.55675, -1.16412], [-1.60493, -0.12170, -1.05882], [-2.28755, -2.23031, -2.63565], [-1.56626, -2.20825, -3.81997], [-2.16661, -2.63963, -4.99030], [-3.48377, -3.08058, -4.97058], [-4.20908, -3.05805, -3.78850], [-3.61414, -2.62454, -2.61222], [-2.24863, -2.43326, 0.21041], [-2.52818, -1.66370, 1.32689], [-3.07635, -2.28463, 2.43889], [-3.33930, -3.64730, 2.41412], [-3.05346, -4.40354, 1.28269], [-2.49444, -3.79743, 0.17023], [1.06713, -3.24890, 0.99186], [1.27093, -2.61839, 2.20653], [1.17954, -3.36722, 3.37048], [0.91052, -4.72613, 3.30835], [0.72107, -5.34811, 2.07934], [0.79270, -4.60926, 0.91412], [2.24661, -3.53805, -1.43261], [3.48486, -3.83606, -0.87683], [4.27680, -4.79907, -1.47152], [3.83047, -5.45976, -2.61215], [2.59320, -5.14913, -3.15908], [1.79086, -4.18745, -2.56746], [3.91802, 0.64187, -0.32069], [4.04629, 0.46008, 1.04947], [5.23839, 0.80845, 1.66499], [6.28098, 1.34200, 0.91798], [6.12439, 1.55377, -0.44495], [4.93507, 1.21237, -1.07005], [2.78563, -0.43340, -2.70676], [1.89444, -0.18386, -3.73618], [2.12117, -0.76007, -4.97756], [3.23501, -1.56751, -5.17435], [4.12896, -1.79769, -4.13705], [3.90359, -1.23326, -2.89050], [-0.54705, -1.84801, -3.80403], [-1.60996, -2.61803, -5.91848], [-3.94649, -3.44265, -5.87995], [-5.24388, -3.37519, -3.77971], [-4.17363, -2.58672, -1.68550], [-2.31659, -0.59604, 1.31724], [-3.29815, -1.69088, 3.31603], [-3.77432, -4.12903, 3.28153], [-3.26454, -5.46600, 1.27301], [-2.25199, -4.36486, -0.72116], [1.46511, -1.54898, 2.22401], [1.32630, -2.87986, 4.32552], [0.84848, -5.30735, 4.21979], [0.51918, -6.41039, 2.03396], [0.64162, -5.07499, -0.05182], [3.80576, -3.30278, 0.01084], [5.24417, -5.03986, -1.05080], [4.45256, -6.21417, -3.07583], [2.25384, -5.65961, -4.05100], [0.82003, -3.92449, -2.96803], [3.20396, 0.07132, 1.61058], [5.34962, 0.66913, 2.73245], [7.21060, 1.61301, 1.40278], [6.92875, 1.99088, -1.02267], [4.79315, 1.38791, -2.12983], [1.04585, 0.46718, -3.54280], [1.43064, -0.57261, -5.79016], [3.41415, -2.01272, -6.14538], [4.99760, -2.42459, -4.29599], [4.59059, -1.40354, -2.07106], [-3.57065, 2.29834, 0.78205], [-3.20563, 3.77662, 2.23055], [-2.16574, 3.89558, 3.10708], [-2.31943, 4.93530, 4.06260], [-3.47366, 5.63304, 3.90205], [-4.38279, 5.00247, 2.57716], [-1.30019, 3.25597, 3.05660], [-1.59441, 5.13766, 4.83997], [-3.85098, 6.47032, 4.46828], [-3.55297, 0.89655, 5.07411], [-2.06387, 0.89750, 4.88228], [-1.18222, 1.07414, 5.94932], [0.16603, 1.02425, 5.63507], [0.62463, 0.89182, 4.39963], [-0.30045, 0.79959, 3.40887], [0.27821, 0.72178, 1.79437], [-1.62745, 0.72712, 3.64486], [-3.84595, 1.65616, 5.80033], [-3.89255, -0.07546, 5.44246], [-4.03044, 1.10286, 4.11638], [-1.52309, 1.23911, 6.96246], [0.92428, 1.10196, 6.41240]],
  "mulliken_charge": [1.258, -1.477, 0.084, 0.816, -1.133, 0.163, -0.492, -0.456, 0.807, -0.665, -0.517, -0.820, -0.103, -0.092, 0.401, 0.243, 0.324, 0.243, 0.220, 0.344, 0.380, 0.441, 0.400, -0.612, 1.379, 0.119, 0.602, 0.442, 1.419, -0.580, -0.089, 0.083, -0.855, -0.645, -0.805, -0.162, -0.083, -0.100, -0.471, -0.531, -1.025, -0.058, 0.685, -0.266, -0.906, -0.659, -0.864, -0.519, 0.513, -0.850, -0.676, -0.628, -0.683, -0.207, -0.052, -0.106, -0.842, -0.492, -0.914, -0.034, -0.275, -0.618, -0.480, -0.560, -0.967, 0.063, 0.197, 0.468, 0.382, 0.429, 0.576, 0.022, 0.319, 0.419, 0.366, 0.599, 0.184, 0.512, 0.393, 0.432, 0.434, 0.462, 0.445, 0.381, 0.473, 0.357, 0.482, 0.456, 0.391, 0.412, 0.549, 0.278, 0.548, 0.391, 0.428, 0.598, -0.346, 0.304, 0.034, -1.282, -0.520, -0.200, 0.501, 0.394, 0.397, -1.617, 0.984, -0.923, -0.546, -0.578, -0.903, 0.609, 0.386, 0.510, 0.319, 0.162, 0.417, 0.454],
  "homo_energy_ha": -0.088,
  "orbital_gap_ha": 0.1517,
  "charge": -1
}

{
  "formula": "C44H60N3O6PS3TeV",
  "method": "ωB97M-V/def2-TZVPD",
  "elements": ["V", "C", "C", "N", "N", "C", "S", "S", "C", "C", "C", "C", "C", "C", "C", "C", "C", "C", "C", "C", "C", "O", "H", "H", "H", "H", "H", "H", "H", "H", "H", "H", "H", "H", "H", "H", "C", "S", "C", "O", "H", "H", "H", "H", "H", "H", "C", "C", "O", "P", "O", "C", "C", "O", "C", "C", "H", "H", "H", "H", "H", "H", "H", "H", "H", "H", "H", "H", "H", "H", "H", "C", "C", "O", "N", "Te", "C", "C", "C", "C", "C", "C", "C", "C", "C", "C", "C", "C", "C", "C", "C", "C", "C", "C", "H", "H", "H", "H", "H", "H", "H", "H", "H", "H", "H", "H", "H", "H", "H", "H", "H", "H", "H", "H", "H", "H", "H", "H", "H"],
  "positions_angstrom": [[-1.49832, 2.51521, -0.39530], [0.44209, -1.01798, -1.86080], [-0.88108, -0.44523, -2.30533], [-1.94135, -0.67324, -1.65339], [-3.13251, -0.35300, -2.22910], [-3.83142, 0.68473, -2.15386], [-3.50341, 2.28936, -1.56323], [-5.55103, 0.41206, -2.65304], [-5.42722, 0.85344, -4.43774], [-5.50168, -0.36744, -5.31544], [-4.41711, -1.23967, -5.40323], [-4.50543, -2.40190, -6.16982], [-5.67077, -2.68073, -6.84269], [-6.76059, -1.80016, -6.80272], [-6.64293, -0.61336, -6.04933], [-0.90303, 0.53695, -3.44635], [-1.23133, 0.21869, -4.76383], [-1.24565, 1.20391, -5.76915], [-0.83535, 2.48380, -5.48723], [-0.43068, 2.75494, -4.17608], [-0.54701, 1.85924, -3.11239], [-0.26002, 2.24758, -1.86021], [0.36974, -1.71710, -1.03238], [1.15913, -0.20517, -1.63704], [0.90233, -1.52098, -2.72992], [-4.44692, 1.37512, -4.53099], [-6.18705, 1.58540, -4.70793], [-3.55860, -1.03552, -4.79366], [-3.66939, -3.08859, -6.21315], [-5.75431, -3.57746, -7.43391], [-7.63014, -2.01520, -7.39969], [-7.44134, 0.12865, -5.99064], [-1.53633, -0.79845, -5.03085], [-1.52372, 0.91032, -6.78592], [-0.79514, 3.28401, -6.23008], [-0.17887, 3.77889, -3.93852], [2.40787, 2.61100, -0.06832], [1.40429, 2.45299, 1.41284], [1.31296, 0.58976, 1.36876], [0.02604, 2.93927, 0.99346], [3.34801, 2.10697, 0.17036], [2.62392, 3.66738, -0.22666], [1.80697, 2.22177, -0.89285], [2.20392, 0.21976, 0.83988], [-0.00520, 0.56609, -0.22561], [1.35249, 0.18959, 2.37139], [-6.03168, 5.36545, 1.62547], [-5.05025, 4.74967, 0.65790], [-3.79597, 5.48044, 0.65477], [-2.48003, 4.66977, 1.08943], [-2.85972, 4.44356, 2.64954], [-2.09899, 3.47194, 3.39243], [-2.93128, 2.97340, 4.51733], [-1.38380, 5.82884, 1.15803], [-0.65668, 6.12162, -0.07079], [0.67725, 6.76640, 0.31207], [-6.94032, 4.76890, 1.62077], [-6.36698, 6.35887, 1.32753], [-5.62223, 5.39783, 2.63389], [-5.39975, 4.78283, -0.38154], [-4.85528, 3.70299, 0.93095], [-1.18561, 3.97465, 3.73301], [-1.77496, 2.66356, 2.72861], [-3.30126, 3.78030, 5.12139], [-2.38030, 2.28985, 5.15966], [-3.79928, 2.45998, 4.12926], [-1.28518, 6.79851, -0.66448], [-0.48666, 5.19194, -0.65712], [0.48549, 7.69124, 0.83077], [1.30282, 6.96800, -0.55961], [1.21751, 6.09634, 1.00860], [-1.11966, -0.77650, 2.68094], [-1.04512, 0.06000, 1.42933], [-2.00131, 0.65504, 1.01218], [0.13480, 0.22820, 0.73975], [3.09680, -2.24266, 0.70873], [4.16867, -4.05740, 0.42918], [3.53042, -5.16777, -0.12671], [2.05283, -5.15259, -0.42253], [4.27839, -6.28187, -0.41804], [5.64331, -6.33595, -0.18787], [6.45361, -7.53419, -0.59827], [6.25695, -5.23253, 0.38157], [5.53231, -4.08937, 0.69780], [6.20505, -2.94096, 1.37721], [3.16580, -1.98694, 2.82828], [2.41032, -2.82258, 3.66833], [1.69022, -4.00764, 3.10413], [2.27304, -2.50395, 5.00817], [2.85135, -1.37873, 5.56015], [2.73693, -1.09619, 6.99585], [3.59840, -0.55649, 4.71544], [3.79150, -0.83272, 3.36983], [4.64512, 0.12135, 2.56985], [-1.55603, -0.20347, 3.51189], [-0.18526, -1.20169, 3.04358], [-1.76532, -1.63616, 2.41476], [1.47627, -4.63915, 0.35879], [1.65404, -6.16514, -0.54847], [1.80620, -4.64619, -1.33337], [3.78567, -7.12282, -0.86004], [5.79894, -8.39082, -0.81090], [7.16809, -7.77789, 0.17617], [6.96089, -7.30230, -1.53209], [7.31383, -5.28694, 0.61306], [7.25290, -3.20336, 1.61492], [5.73637, -2.66794, 2.32098], [6.22379, -2.04527, 0.73061], [1.05659, -3.74690, 2.25975], [1.04238, -4.47744, 3.87073], [2.40290, -4.73573, 2.74361], [1.69237, -3.15507, 5.65557], [2.15483, -1.88002, 7.47087], [2.27372, -0.14612, 7.21642], [3.73484, -1.07820, 7.45721], [4.05447, 0.33327, 5.14907], [5.60109, 0.26949, 3.07515], [4.18228, 1.10253, 2.53751], [4.87276, -0.19678, 1.55476]],
  "mulliken_charge": [0.991, -0.943, 0.768, -0.366, -0.379, 0.445, -0.408, -0.175, -0.547, 0.131, 0.726, -0.757, -0.384, -0.666, -0.557, 0.554, -0.649, -0.658, -0.796, -0.718, -0.091, -0.275, 0.329, -0.160, 0.405, 0.043, 0.554, 0.064, 0.401, 0.363, 0.381, 0.341, 0.729, 0.382, 0.426, 0.368, -0.630, -0.160, -0.775, 0.376, 0.322, 0.475, -0.072, 0.080, -1.424, 0.283, -1.357, -0.099, -0.320, 0.181, -0.352, 0.873, -1.581, -0.417, 0.271, -1.331, 0.379, 0.335, 0.285, 0.381, 0.245, 0.225, -0.538, 0.419, 0.399, 0.337, 0.373, -0.154, 0.372, 0.384, 0.222, -1.140, 0.407, -0.384, 2.343, 0.989, -0.009, 0.756, -1.611, -0.896, 0.648, -1.552, -0.945, 0.731, -1.137, 0.597, 0.474, -1.400, -1.059, 0.701, -1.502, -0.799, 1.147, -2.175, 0.236, 0.070, 0.374, 0.184, 0.381, 0.374, 0.395, 0.356, 0.383, 0.311, 0.361, 0.357, 0.110, 0.225, 0.136, 0.426, 0.357, 0.295, 0.381, 0.328, 0.335, 0.457, 0.582, 0.409, 0.109],
  "homo_energy_ha": [-0.242, -0.262],
  "orbital_gap_ha": [0.2425, 0.2628],
  "spin_multiplicity": 4
}

{
  "formula": "C28H62N4OP",
  "method": "ωB97M-V/def2-TZVPD",
  "elements": ["C", "C", "O", "C", "N", "C", "C", "C", "C", "C", "P", "C", "C", "H", "H", "H", "H", "H", "H", "H", "H", "H", "H", "H", "H", "H", "H", "H", "H", "H", "C", "C", "N", "C", "C", "C", "C", "H", "H", "H", "H", "H", "H", "H", "H", "H", "H", "H", "H", "H", "H", "H", "C", "C", "N", "C", "C", "C", "C", "H", "H", "H", "H", "H", "H", "H", "H", "H", "H", "H", "H", "H", "H", "H", "C", "C", "N", "C", "C", "C", "C", "H", "H", "H", "H", "H", "H", "H", "H", "H", "H", "H", "H", "H", "H", "H"],
  "positions_angstrom": [[-2.96284, -3.11148, 1.22751], [-1.88054, -2.29220, 1.99576], [-2.05022, -0.91437, 1.62761], [-0.42857, -2.64215, 1.59816], [0.02579, -3.99388, 1.99761], [-0.74654, -4.89251, 2.60299], [-0.32156, -6.15363, 2.93984], [0.98465, -6.51561, 2.65582], [1.81290, -5.56244, 2.04286], [1.32931, -4.32123, 1.72065], [2.58086, -3.17958, 0.92468], [2.02891, -2.65585, -0.76273], [2.92576, -1.73706, 2.03141], [-3.53894, -3.69857, 1.96108], [-2.54504, -3.81476, 0.49327], [-3.69608, -2.45165, 0.74741], [-2.06660, -2.31123, 3.07811], [-2.19595, -0.95074, 0.67144], [-0.35345, -2.50601, 0.51105], [0.21862, -1.93042, 2.12663], [-1.77562, -4.64724, 2.86104], [-0.96939, -6.88340, 3.41801], [1.40159, -7.48948, 2.90412], [2.84864, -5.80298, 1.81888], [2.89220, -2.71594, -1.43280], [1.67105, -1.61228, -0.75159], [1.22435, -3.30265, -1.14104], [2.32905, -0.83499, 1.84031], [2.69135, -2.06744, 3.05895], [4.00515, -1.55485, 2.02241], [0.87714, -4.15512, -6.35831], [-0.20124, -3.77835, -5.35376], [0.16110, -2.64733, -4.51535], [-0.72417, -2.47041, -3.37740], [-2.18977, -2.12051, -3.65753], [0.53763, -1.42613, -5.21228], [-0.48158, -0.81266, -6.17818], [1.83263, -4.32873, -5.86051], [0.59536, -5.07348, -6.87491], [1.01657, -3.38513, -7.11824], [-0.36857, -4.64670, -4.70949], [-1.14414, -3.60496, -5.89274], [-0.30381, -1.71052, -2.70716], [-0.70730, -3.40012, -2.79240], [-2.30450, -1.08560, -3.97695], [-2.77718, -2.23598, -2.74165], [-2.63377, -2.77077, -4.41103], [1.45611, -1.62129, -5.77242], [0.82952, -0.67137, -4.47684], [-0.93622, -1.55699, -6.83317], [0.01774, -0.08140, -6.81724], [-1.27470, -0.28211, -5.65226], [1.58963, 2.00517, -3.61944], [1.20106, 1.94228, -2.15229], [0.35135, 3.02908, -1.71746], [0.23314, 3.11408, -0.27236], [-0.43487, 1.94385, 0.45287], [-0.87903, 3.21119, -2.46957], [-1.84954, 2.02579, -2.55393], [2.05339, 2.96056, -3.86762], [2.31205, 1.21583, -3.83629], [0.73046, 1.85236, -4.27571], [2.12656, 1.97178, -1.56927], [0.73633, 0.95948, -1.95342], [-0.28771, 4.03823, -0.00768], [1.24068, 3.23509, 0.13942], [-1.51504, 1.94215, 0.30638], [-0.26165, 2.03195, 1.52780], [-0.03608, 0.97620, 0.13827], [-0.61311, 3.50096, -3.48977], [-1.41191, 4.07952, -2.07494], [-1.34095, 1.08576, -2.78287], [-2.57399, 2.20411, -3.35165], [-2.41868, 1.89822, -1.63331], [1.84389, 3.34546, 3.51396], [1.51595, 4.46835, 4.48617], [0.36606, 5.25654, 4.08486], [0.22266, 6.49417, 4.83710], [-0.05762, 6.39230, 6.33962], [-0.86201, 4.51670, 3.85080], [-1.41955, 3.66642, 4.99845], [1.96771, 3.72810, 2.49898], [2.77857, 2.86246, 3.80585], [1.06953, 2.57492, 3.50318], [2.38750, 5.12624, 4.53529], [1.39235, 4.04129, 5.49336], [-0.55770, 7.10294, 4.37222], [1.14368, 7.07094, 4.70403], [-1.08421, 6.08719, 6.54076], [0.07824, 7.37123, 6.80381], [0.61808, 5.69858, 6.84153], [-0.70202, 3.85763, 2.99130], [-1.63620, 5.21139, 3.51521], [-0.64798, 3.06981, 5.48827], [-2.16689, 2.97149, 4.60694], [-1.91780, 4.27447, 5.75151]],
  "mulliken_charge": [-1.522, -0.304, -0.467, 0.007, 0.397, 0.321, -0.904, -0.303, -0.534, 0.270, 0.013, -0.475, -0.952, 0.357, 0.370, 0.542, 0.565, 0.199, 0.037, 0.224, 0.288, 0.427, 0.432, 0.417, 0.560, -0.071, 0.121, 0.226, 0.388, 0.379, -1.408, -0.416, 0.377, 0.041, -1.301, -0.228, -1.106, 0.323, 0.445, 0.296, 0.435, 0.293, -0.276, 0.308, 0.194, 0.394, 0.355, 0.370, -0.108, 0.347, 0.403, 0.221, -1.629, 0.194, 0.167, -1.061, -0.373, -0.865, -0.541, 0.384, 0.498, 0.237, 0.460, -0.190, 0.310, 0.360, 0.205, 0.388, -0.002, 0.395, 0.391, -0.083, 0.423, 0.284, -1.170, -0.460, 0.142, -0.685, -0.976, 0.157, -1.167, 0.230, 0.476, 0.207, 0.469, 0.262, 0.352, 0.420, 0.224, 0.401, 0.274, -0.497, 0.431, 0.239, 0.426, 0.326],
  "homo_energy_ha": -0.352,
  "orbital_gap_ha": 0.1960,
  "charge": 1
}